Entry 1:
DFT (ωB97M-V/def2-TZVPD) results for a 6-piece molecular cluster, C42H58BF2N7O5P overall at a distorted geometry.

Calculated values
HOMO-LUMO gap (eV): 7.51
Energy relative to the best compared isomer or geometry (same formula, charge and spin) (eV): 0.987
Spin multiplicity: 1
E_tot (hartree): -2960.170503
Net charge: +1
Largest force on an atom (eV Å⁻¹): 3.37
LUMO level (eV): -3.518

Geometry (Å):
C1 0.854 1.521 2.310
C2 1.042 1.085 1.088
C3 0.100 0.098 0.452
C4 -0.501 0.557 -0.917
C5 0.587 1.142 -1.762
C6 0.699 1.053 -3.134
C7 -1.470 1.730 -0.576
C8 -1.245 3.070 -1.346
C9 -2.475 3.967 -1.101
F1 -0.202 3.773 -0.796
O1 -2.860 1.451 -0.600
C10 -3.372 0.375 -1.364
O2 -4.643 0.189 -0.818
C11 -3.629 0.879 -2.826
B1 -5.185 1.169 -3.101
O3 -5.761 2.281 -2.506
O4 -5.980 0.436 -3.922
C12 -2.540 -0.965 -1.237
P1 -3.347 -2.208 -2.470
N1 -4.904 -2.195 -2.571
C13 -2.824 -1.526 0.172
C14 -1.821 -2.427 0.891
F2 -3.997 -2.249 0.175
N2 -1.142 -0.597 -1.647
C15 -0.178 -1.678 -1.985
O5 -0.578 -2.952 -1.616
C16 0.103 -3.980 -2.316
C17 1.469 -4.336 -1.683
H1 0.415 0.851 3.045
H2 1.158 2.504 2.611
H3 1.929 1.459 0.590
H4 0.598 -0.873 0.392
H5 -0.750 0.024 1.131
H6 1.330 1.789 -1.315
H7 0.472 1.906 -3.760
H8 1.022 0.132 -3.622
H9 -1.255 2.024 0.452
H10 -1.168 2.945 -2.426
H11 -2.103 4.977 -1.280
H12 -2.795 3.953 -0.063
H13 -3.272 3.807 -1.820
H14 -4.825 0.921 -0.208
H15 -3.177 1.873 -2.876
H16 -3.135 0.317 -3.631
H17 -5.974 2.881 -3.239
H18 -5.433 -0.073 -4.537
H19 -2.911 -3.450 -1.969
H20 -2.750 -1.919 -3.728
H21 -5.172 -2.002 -3.530
H22 -3.043 -0.686 0.831
H23 -0.771 -2.356 0.634
H24 -1.897 -2.228 1.959
H25 -2.105 -3.472 0.787
H26 -1.307 -0.161 -2.578
H27 0.811 -1.472 -1.567
H28 0.011 -1.681 -3.065
H29 -0.517 -4.869 -2.239
H30 0.217 -3.786 -3.387
H31 1.702 -3.692 -0.836
H32 2.253 -4.266 -2.434
H33 1.456 -5.363 -1.328
N3 0.830 -5.559 2.799
C18 0.632 -6.447 3.774
C19 -0.194 -7.554 3.653
C20 -0.857 -7.749 2.453
C21 -0.666 -6.837 1.427
C22 0.185 -5.767 1.653
H34 1.168 -6.255 4.696
H35 -0.313 -8.240 4.480
H36 -1.513 -8.600 2.319
H37 -1.166 -6.953 0.474
H38 0.368 -5.027 0.878
N4 1.879 -8.199 6.883
C23 2.795 -9.132 6.622
C24 4.136 -9.009 6.946
C25 4.555 -7.849 7.576
C26 3.621 -6.866 7.856
C27 2.303 -7.091 7.492
H39 2.423 -10.022 6.125
H40 4.834 -9.801 6.711
H41 5.595 -7.714 7.846
H42 3.906 -5.946 8.347
H43 1.536 -6.350 7.695
N5 2.566 3.116 4.379
C28 3.594 3.931 4.139
C29 4.533 4.289 5.092
C30 4.398 3.775 6.371
C31 3.337 2.927 6.643
C32 2.456 2.631 5.616
H44 3.659 4.313 3.125
H45 5.348 4.953 4.839
H46 5.110 4.031 7.145
H47 3.196 2.505 7.628
H48 1.612 1.969 5.783
N6 2.995 2.946 -3.951
C33 3.581 3.997 -3.374
C34 4.578 4.748 -3.975
C35 4.996 4.388 -5.245
C36 4.402 3.298 -5.861
C37 3.411 2.617 -5.174
H49 3.224 4.242 -2.379
H50 5.015 5.593 -3.461
H51 5.773 4.948 -5.749
H52 4.700 2.985 -6.852
H53 2.916 1.760 -5.621
N7 -1.391 7.738 -4.567
C38 -1.507 7.405 -3.282
C39 -2.387 8.017 -2.403
C40 -3.191 9.038 -2.884
C41 -3.084 9.400 -4.216
C42 -2.174 8.720 -5.011
H54 -0.855 6.603 -2.950
H55 -2.441 7.703 -1.369
H56 -3.891 9.543 -2.231
H57 -3.693 10.192 -4.632
H58 -2.058 8.968 -6.061

Entry 2:
DFT (ωB97M-V/def2-TZVPD) results for C42H58BO2P3SiTl as an isolated structure at a distorted geometry.

Calculated values
HOMO-LUMO gap (eV): 7.50
Energy relative to the best compared isomer or geometry (same formula, charge and spin) (eV): 0.240
Spin multiplicity: 1
E_tot (hartree): -3296.477123
Net charge: +1
Largest force on an atom (eV Å⁻¹): 1.67
LUMO level (eV): -2.263

Geometry (Å):
Tl1 -0.044 -0.117 -0.992
C1 -1.615 4.973 -0.003
C2 -1.598 3.595 -0.659
C3 -2.261 3.617 -2.040
P1 0.026 2.715 -0.768
C4 1.219 3.594 -1.892
C5 1.209 2.875 -3.250
C6 1.057 5.099 -2.120
C7 0.706 2.910 0.926
C8 1.292 4.128 1.285
C9 1.778 4.347 2.564
C10 1.692 3.340 3.514
C11 1.146 2.117 3.161
C12 0.645 1.875 1.875
Si1 0.034 0.139 1.509
C13 1.308 -1.149 2.040
C14 1.009 -1.981 3.125
C15 1.841 -3.029 3.495
C16 2.981 -3.288 2.755
C17 3.293 -2.481 1.669
C18 2.493 -1.397 1.306
P2 2.945 -0.306 -0.114
C19 3.552 -1.437 -1.483
C20 4.983 -1.975 -1.440
C21 3.366 -0.670 -2.799
C22 4.491 0.598 0.432
C23 4.097 1.924 1.091
C24 5.463 -0.150 1.344
C25 -1.660 -0.114 2.300
C26 -1.707 -0.055 3.701
C27 -2.882 -0.252 4.408
C28 -4.051 -0.527 3.717
C29 -4.037 -0.572 2.332
C30 -2.865 -0.352 1.599
P3 -2.929 -0.326 -0.242
C31 -4.297 0.846 -0.705
C32 -4.360 0.918 -2.240
C33 -5.710 0.701 -0.140
C34 -3.352 -2.082 -0.692
C35 -4.605 -2.734 -0.112
C36 -3.315 -2.268 -2.215
H1 -2.650 5.319 0.056
H2 -1.057 5.707 -0.584
H3 -1.216 4.949 1.010
H4 -2.161 2.910 -0.017
H5 -1.799 4.367 -2.685
H6 -3.319 3.872 -1.948
H7 -2.188 2.650 -2.538
H8 2.187 3.404 -1.419
H9 0.258 3.030 -3.767
H10 1.361 1.801 -3.140
H11 2.004 3.264 -3.889
H12 0.124 5.326 -2.636
H13 1.872 5.442 -2.759
H14 1.094 5.686 -1.206
H15 1.374 4.923 0.556
H16 2.224 5.302 2.815
H17 2.068 3.500 4.517
H18 1.132 1.320 3.899
H19 0.098 -1.819 3.689
H20 1.588 -3.652 4.345
H21 3.633 -4.111 3.022
H22 4.185 -2.703 1.104
H23 2.856 -2.283 -1.465
H24 5.712 -1.162 -1.448
H25 5.159 -2.579 -2.333
H26 5.184 -2.610 -0.581
H27 4.006 0.218 -2.822
H28 2.335 -0.349 -2.946
H29 3.641 -1.299 -3.650
H30 4.988 0.827 -0.517
H31 3.548 1.746 2.020
H32 3.465 2.526 0.437
H33 4.990 2.506 1.335
H34 4.982 -0.429 2.282
H35 6.298 0.515 1.585
H36 5.880 -1.046 0.889
H37 -0.801 0.158 4.258
H38 -2.883 -0.195 5.489
H39 -4.976 -0.697 4.254
H40 -4.961 -0.786 1.816
H41 -3.890 1.792 -0.335
H42 -5.000 0.127 -2.633
H43 -3.378 0.815 -2.705
H44 -4.785 1.872 -2.555
H45 -6.132 -0.284 -0.337
H46 -6.354 1.434 -0.633
H47 -5.755 0.901 0.928
H48 -2.485 -2.599 -0.267
H49 -5.515 -2.247 -0.463
H50 -4.603 -2.744 0.976
H51 -4.644 -3.774 -0.446
H52 -4.268 -1.988 -2.666
H53 -3.133 -3.318 -2.461
H54 -2.532 -1.675 -2.691
O1 -0.011 -2.807 -0.534
B1 0.106 -2.262 -1.820
O2 0.228 -3.190 -2.800
C37 0.169 -4.410 -2.121
C38 0.222 -5.675 -2.650
C39 0.116 -6.728 -1.742
C40 -0.035 -6.500 -0.376
C41 -0.085 -5.208 0.144
C42 0.025 -4.181 -0.761
H55 0.337 -5.845 -3.713
H56 0.150 -7.745 -2.111
H57 -0.123 -7.343 0.297
H58 -0.199 -5.016 1.205

Entry 3:
DFT (ωB97M-V/def2-TZVPD) results for a 18-piece molecular cluster, C42H58BrF5IN18O overall at a distorted geometry.

Calculated values
HOMO-LUMO gap (eV): 7.83
Energy relative to the best compared isomer or geometry (same formula, charge and spin) (eV): 0.000
Spin multiplicity: 1
E_tot (hartree): -6066.691306
Net charge: +1
Largest force on an atom (eV Å⁻¹): 2.97
LUMO level (eV): -3.716

Geometry (Å):
O1 -1.046 -8.140 5.428
C1 -0.508 -8.170 4.407
I1 0.899 -9.760 3.979
C2 -0.722 -7.169 3.279
C3 -0.798 -5.696 3.787
C4 -2.249 -5.264 4.151
C5 -2.865 -4.896 2.792
C6 -3.977 -5.744 2.154
F1 -4.967 -4.897 1.821
F2 -3.607 -6.350 1.031
C7 -4.629 -6.794 3.074
F3 -3.822 -7.739 3.434
F4 -5.600 -7.353 2.407
F5 -5.154 -6.216 4.112
N1 -1.711 -4.538 1.982
C8 -0.604 -4.912 2.484
Br1 1.128 -4.661 1.804
H1 -1.586 -7.391 2.645
H2 0.151 -7.242 2.622
H3 -0.075 -5.473 4.566
H4 -2.797 -5.899 4.840
H5 -2.160 -4.288 4.643
H6 -3.350 -3.921 2.959
H7 -1.743 -4.028 1.092
C9 -4.840 -3.811 -1.410
C10 -3.425 -4.017 -1.095
N2 -2.324 -4.188 -0.853
H8 -5.371 -3.458 -0.529
H9 -4.942 -3.073 -2.204
H10 -5.281 -4.751 -1.740
C11 3.125 -1.915 -1.183
C12 3.589 -3.294 -0.987
N3 3.936 -4.367 -0.817
H11 2.619 -1.563 -0.288
H12 3.974 -1.265 -1.387
H13 2.435 -1.874 -2.024
C13 4.991 -6.358 2.529
C14 4.450 -7.277 3.541
N4 4.037 -7.988 4.329
H14 5.008 -6.846 1.557
H15 4.370 -5.465 2.469
H16 6.003 -6.068 2.796
C15 -9.148 -3.188 -0.170
C16 -8.279 -2.062 -0.537
N5 -7.624 -1.175 -0.819
H17 -9.374 -3.148 0.894
H18 -10.077 -3.134 -0.733
H19 -8.650 -4.130 -0.395
C17 3.441 2.486 -1.099
C18 2.956 1.466 -0.161
N6 2.580 0.674 0.567
H20 3.447 2.087 -2.111
H21 2.793 3.357 -1.068
H22 4.452 2.784 -0.827
C19 1.629 6.837 -1.744
C20 2.178 5.719 -2.517
N7 2.607 4.853 -3.125
H23 0.572 6.666 -1.550
H24 2.152 6.923 -0.800
H25 1.750 7.773 -2.307
C21 -9.310 0.991 -2.785
C22 -10.705 1.240 -3.171
N8 -11.787 1.431 -3.471
H26 -8.640 1.386 -3.540
H27 -9.098 1.474 -1.833
H28 -9.140 -0.077 -2.685
C23 -5.401 2.868 -5.142
C24 -5.876 1.800 -4.255
N9 -6.247 0.971 -3.568
H29 -5.356 2.503 -6.166
H30 -6.081 3.716 -5.095
H31 -4.408 3.189 -4.833
C25 2.641 7.697 2.741
C26 1.886 6.763 1.896
N10 1.301 6.038 1.239
H32 2.098 8.632 2.835
H33 2.784 7.267 3.730
H34 3.613 7.897 2.296
C27 -6.261 -1.867 3.575
C28 -4.849 -2.121 3.876
N11 -3.750 -2.314 4.111
H35 -6.752 -1.446 4.450
H36 -6.339 -1.165 2.746
H37 -6.751 -2.801 3.303
C29 6.768 -2.549 0.613
C30 7.184 -3.921 0.922
N12 7.509 -4.985 1.165
H38 6.244 -2.121 1.467
H39 7.642 -1.940 0.392
H40 6.106 -2.552 -0.251
C31 2.289 10.330 -4.743
C32 2.189 9.963 -3.326
N13 2.133 9.661 -2.227
H41 1.368 10.063 -5.258
H42 2.455 11.399 -4.840
H43 3.114 9.802 -5.198
C33 6.618 10.287 -6.177
C34 5.225 10.500 -6.580
N14 4.145 10.705 -6.879
H44 7.281 10.567 -6.992
H45 6.846 10.897 -5.304
H46 6.773 9.239 -5.937
C35 8.831 -4.342 5.050
C36 7.735 -3.439 4.682
N15 6.884 -2.738 4.404
H47 9.556 -3.810 5.663
H48 8.438 -5.187 5.612
H49 9.321 -4.708 4.150
C37 -2.359 -7.497 -1.594
C38 -1.796 -8.626 -2.342
N16 -1.360 -9.502 -2.923
H50 -3.425 -7.653 -1.437
H51 -1.866 -7.412 -0.628
H52 -2.210 -6.574 -2.150
C39 1.181 10.552 5.652
C40 2.441 10.361 4.925
N17 3.419 10.213 4.361
H53 1.018 11.612 5.834
H54 0.353 10.159 5.065
H55 1.222 10.028 6.605
C41 3.912 6.050 -6.777
C42 4.764 7.123 -7.304
N18 5.423 7.957 -7.713
H56 3.710 6.220 -5.721
H57 2.970 6.027 -7.322
H58 4.414 5.091 -6.892

Entry 4:
DFT (ωB97M-V/def2-TZVPD) results for C42H58N3O2PW as an isolated structure.

Calculated values
HOMO-LUMO gap (spin up / spin down) (eV): 7.53 / 7.53
Spin multiplicity: 1
E_tot (hartree): -2358.019684
Net charge: +2
Largest force on an atom (eV Å⁻¹): 0.85
LUMO level (spin up / spin down) (eV): -5.740 / -5.744

Geometry (Å):
W1 0.752 -0.807 1.034
C1 -4.677 -1.811 -0.687
C2 -4.989 -2.744 0.450
C3 -5.951 -3.741 0.319
C4 -6.247 -4.602 1.366
C5 -5.583 -4.486 2.579
C6 -4.612 -3.511 2.733
C7 -4.326 -2.658 1.676
N1 -3.301 -1.662 1.847
C8 -2.089 -1.764 1.298
N2 -1.777 -2.915 0.706
C9 -0.768 -3.168 -0.260
C10 0.379 -2.383 -0.326
C11 1.288 -2.700 -1.344
C12 1.071 -3.747 -2.224
C13 -0.070 -4.526 -2.094
C14 -1.009 -4.256 -1.112
C15 -2.245 -5.106 -0.975
N3 -1.221 -0.717 1.346
C16 -1.798 0.543 1.774
C17 -2.369 1.363 0.808
C18 -3.005 2.535 1.181
C19 -3.075 2.876 2.525
C20 -2.495 2.056 3.481
C21 -1.839 0.876 3.130
C22 -1.224 -0.003 4.186
H1 -5.514 -1.766 -1.382
H2 -3.801 -2.144 -1.253
H3 -4.477 -0.799 -0.334
H4 -6.489 -3.831 -0.616
H5 -7.007 -5.360 1.236
H6 -5.820 -5.149 3.399
H7 -4.076 -3.403 3.667
H8 -3.502 -0.826 2.378
H9 -2.506 -3.615 0.770
H10 2.209 -2.135 -1.451
H11 1.794 -3.970 -2.996
H12 -0.235 -5.358 -2.765
H13 -2.227 -5.919 -1.697
H14 -3.159 -4.532 -1.152
H15 -2.323 -5.562 0.016
H16 -2.324 1.059 -0.232
H17 -3.460 3.169 0.431
H18 -3.584 3.780 2.831
H19 -2.554 2.329 4.527
H20 -1.526 0.326 5.178
H21 -0.132 0.032 4.149
H22 -1.519 -1.049 4.077
O1 0.728 0.687 -0.287
P1 1.699 1.482 -1.227
C23 1.831 3.163 -0.577
C24 0.432 3.801 -0.360
C25 0.401 4.651 0.907
C26 0.673 3.810 2.155
C27 1.865 2.850 1.967
C28 2.673 3.198 0.721
C29 3.316 0.633 -1.153
C30 4.564 1.524 -1.424
C31 5.680 1.268 -0.411
C32 5.975 -0.221 -0.273
C33 4.722 -1.032 0.131
C34 3.456 -0.171 0.149
C35 1.114 1.254 -2.928
C36 1.878 2.134 -3.938
C37 1.235 3.504 -4.139
C38 -0.235 3.370 -4.523
C39 -1.015 2.628 -3.443
C40 -0.408 1.258 -3.157
H23 2.373 3.718 -1.350
H24 -0.336 3.028 -0.270
H25 0.176 4.410 -1.225
H26 -0.578 5.126 0.991
H27 1.125 5.465 0.823
H28 -0.221 3.234 2.394
H29 0.854 4.470 3.003
H30 1.503 1.815 1.898
H31 2.522 2.875 2.837
H32 3.557 2.566 0.639
H33 3.056 4.215 0.826
H34 3.248 -0.107 -1.959
H35 4.311 2.585 -1.434
H36 4.937 1.292 -2.423
H37 5.418 1.687 0.565
H38 6.576 1.799 -0.733
H39 6.766 -0.372 0.460
H40 6.362 -0.596 -1.222
H41 4.853 -1.485 1.115
H42 4.568 -1.855 -0.571
H43 3.423 0.468 1.032
H44 2.630 -0.924 0.161
H45 1.437 0.214 -3.070
H46 1.873 1.603 -4.893
H47 2.931 2.234 -3.657
H48 1.786 4.044 -4.911
H49 1.317 4.107 -3.228
H50 -0.312 2.826 -5.469
H51 -0.671 4.355 -4.693
H52 -2.053 2.492 -3.751
H53 -1.042 3.230 -2.533
H54 -0.576 0.620 -4.030
H55 -0.910 0.764 -2.321
C41 2.095 -3.424 2.812
C42 1.495 -2.212 2.244
O2 1.652 -1.020 2.753
H56 2.733 -3.213 3.669
H57 2.657 -3.938 2.029
H58 1.291 -4.106 3.101